{"formula": "C14H20N2O16P3Ti", "method": "ωB97M-V/def2-TZVPD", "elements": ["Ti", "O", "C", "C", "C", "N", "C", "C", "C", "O", "O", "C", "O", "O", "H", "H", "H", "O", "P", "O", "O", "O", "P", "O", "O", "O", "H", "H", "O", "C", "N", "C", "C", "O", "P", "O", "C", "C", "O", "C", "C", "H", "H", "H", "H", "H", "H", "H", "H", "H", "H", "H", "H", "H", "H", "H"], "positions_angstrom": [[0.50697, -1.06149, -0.80633], [-1.63899, -2.69320, -6.35999], [-1.15938, -2.52234, -5.13575], [0.23709, -2.38537, -4.87891], [0.65306, -2.00645, -3.62359], [-0.22135, -1.88147, -2.58137], [-1.53565, -2.11949, -2.83404], [-2.07396, -2.46545, -4.05441], [-2.24621, -1.86065, -1.52946], [-3.47010, -2.05873, -1.47971], [-1.44001, -1.44648, -0.56401], [2.03573, -1.67246, -3.17524], [3.00191, -1.92110, -3.89728], [2.08836, -1.09363, -1.99086], [-0.96721, -2.61092, -7.03772], [0.99853, -2.48164, -5.66813], [-3.14589, -2.63402, -4.12259], [0.20839, -2.66618, 2.37923], [1.36302, -3.28686, 1.40813], [1.67839, -4.70539, 1.65676], [1.03237, -2.89877, -0.06443], [2.73172, -2.45990, 1.84004], [3.04806, -0.98050, 1.29878], [4.15722, -1.12847, 0.15940], [3.49117, -0.14216, 2.41770], [1.68260, -0.57314, 0.62570], [0.62283, -2.27357, 3.17005], [3.75989, -1.31989, -0.70814], [0.37095, 1.98248, -3.73215], [0.17691, 1.41347, -2.69011], [0.04780, 0.83959, -1.61681], [1.32441, 4.08967, 1.44869], [1.14537, 2.60973, 1.24418], [-0.27832, 2.32061, 1.51408], [-0.73214, 0.73528, 1.57759], [-2.30428, 1.06000, 1.83392], [-3.27560, 1.20034, 0.74362], [-3.46618, 2.65043, 0.37743], [-0.31504, 0.39145, 3.07229], [-0.42088, 1.09246, 4.34422], [0.94137, 1.56246, 4.80216], [2.37743, 4.41743, 1.28259], [1.05302, 4.34302, 2.47667], [0.68286, 4.63281, 0.75500], [1.77687, 2.00538, 1.89550], [1.30167, 2.27426, 0.21692], [-4.17351, 0.74088, 1.15575], [-2.94801, 0.53089, -0.06787], [-3.82341, 3.24523, 1.22575], [-4.17685, 2.78825, -0.43340], [-2.47819, 3.06223, 0.10142], [-0.88509, 0.37259, 5.02690], [-1.14402, 1.90469, 4.22605], [1.72477, 0.85004, 4.51302], [0.93917, 1.68148, 5.86934], [1.16034, 2.55254, 4.39342]], "forces_ev_per_angstrom": [[-0.1, 0.6, 1.7], [-0.7, -0.3, -0.4], [0.8, 0.1, 1.5], [-0.3, 0.3, -0.5], [-1.5, -0.2, 1.5], [0.0, -0.7, -3.3], [1.7, 0.5, 1.5], [0.9, 0.2, -0.2], [-2.2, -0.5, 0.5], [2.2, 0.6, 0.4], [-0.6, -0.4, -1.0], [2.2, 0.0, -1.0], [-1.3, 0.4, 1.1], [-0.4, -0.8, -0.6], [0.4, 0.0, 0.0], [-0.5, 0.1, 0.3], [0.3, 0.1, -0.2], [1.1, 0.0, -0.5], [0.7, -1.0, 0.0], [-0.6, 0.6, -0.1], [-0.8, 0.6, 0.3], [-0.9, 0.0, -0.6], [-0.4, 0.4, 0.4], [-0.6, 0.0, 0.2], [0.0, 0.1, -0.4], [0.8, 0.5, -0.5], [-0.3, -0.1, -0.4], [0.0, 0.0, 0.0], [-0.6, -0.8, 1.6], [0.6, -0.5, 0.7], [0.2, 0.3, -1.9], [0.7, 0.2, -0.1], [-1.1, -0.6, -0.2], [0.9, 0.1, -0.2], [-0.5, 1.2, 0.1], [-0.7, 0.1, -0.4], [0.6, -1.0, 0.8], [0.8, 0.4, 0.1], [0.6, -0.8, 1.0], [-0.7, -0.3, -1.0], [0.0, 0.1, -0.5], [-0.7, -0.4, 0.1], [0.0, 0.1, -0.1], [0.0, 0.1, 0.1], [0.0, 0.0, 0.1], [0.3, 0.3, 0.0], [-0.2, 0.1, -0.1], [-0.1, 0.6, 0.0], [0.0, -0.3, 0.0], [0.0, -0.1, -0.2], [-0.5, -0.1, -0.1], [0.3, 0.0, 0.0], [0.2, 0.1, 0.0], [-0.2, 0.2, 0.0], [0.0, 0.0, 0.7], [0.2, -0.2, -0.2]], "total_charge": -1, "energy_ha": -3733.06567, "e_lumo_ev": 1.1, "mol_weight_g_mol": 613.1}